Arrangement a

Molecular formula: C5H9ClOS
Method: DFT, the ωB97M-V functional and the def2-TZVPD basis

Calculated values
- highest occupied orbital energy (eV) = -9.42
- lowest unoccupied orbital energy (Eh) = 0.0228
- orbital gap (eV) = 10.04
- SMILES = OC/C(=C\CCl)CS

```
! RIJCOSX wB97M-V def2-TZVPD def2/J DEFGRID3
* xyz 0 1
O -0.58653 -1.65026 1.16785
C 0.51106 -1.35721 0.32315
C 0.51879 0.08224 -0.08817
C -0.20986 1.04655 0.47469
C -1.32904 0.90975 1.48143
Cl -2.93822 0.41859 0.72941
C 1.48131 0.36747 -1.20550
S 0.91396 -0.39775 -2.83679
H -1.39692 -1.62692 0.59651
H 0.56143 -2.00112 -0.52742
H 1.38323 -1.56523 0.92499
H -0.10798 2.04953 0.14573
H -1.53809 1.83920 2.01933
H -1.23944 0.11255 2.22292
H 1.63641 1.42702 -1.40276
H 2.45172 -0.11576 -0.99178
H -0.11184 0.46136 -3.03358
*
```

***

Arrangement b

Molecular formula: C5H9ClOS
Method: DFT, the ωB97M-V functional and the def2-TZVPD basis

Calculated values
- highest occupied orbital energy (eV) = -9.25
- lowest unoccupied orbital energy (Eh) = 0.0218
- orbital gap (eV) = 9.84

```
! RIJCOSX wB97M-V def2-TZVPD def2/J DEFGRID3
* xyz 0 1
C 0.14345 -1.29480 -0.51505
C -0.98173 -0.41919 0.01618
C -0.55929 0.06728 1.39610
C 0.39699 1.09274 0.78779
C -0.66565 0.99820 -0.49641
H 2.19501 -1.79552 -1.16509
H -0.08346 -1.03963 -1.64471
H -0.11833 -2.38190 -0.36524
H -0.01258 -0.49736 2.19557
H -1.40518 0.56981 1.83073
H 1.43858 0.49740 0.49450
H 0.78847 2.31279 1.29690
H -1.52377 1.70321 -0.62899
H 0.95249 1.05197 -1.27840
O 0.03100 1.09712 -1.62932
S 1.94767 -1.02720 -0.06707
Cl -2.54369 -0.93491 -0.22749
*
```

***

Stability summary - winner: arrangement a; margin: 0.1309 hartree.

***

Arrangement a

Molecular formula: C4H3I
Method: DFT, the ωB97M-V functional and the def2-TZVPD basis

Calculated values
- highest occupied orbital energy (eV) = -9.11
- lowest unoccupied orbital energy (Eh) = 0.0054
- orbital gap (eV) = 9.25

```
! RIJCOSX wB97M-V def2-TZVPD def2/J DEFGRID3
* xyz 0 1
C -1.12396 -0.52122 -0.23725
C 0.11644 -1.10495 -0.36353
C -0.46391 0.71819 -0.15752
C 0.76547 0.06667 0.48719
I 2.82738 0.14942 -0.05306
H -2.10433 -0.83415 -0.36619
H -0.64555 1.57648 -0.84341
H 0.62844 -0.05043 1.53377
*
```

***

Arrangement b

Molecular formula: C4H3I
Method: DFT, the ωB97M-V functional and the def2-TZVPD basis

Calculated values
- highest occupied orbital energy (eV) = -9.04
- lowest unoccupied orbital energy (Eh) = 0.0047
- orbital gap (eV) = 9.17
- SMILES = I[C@@H]1C2=C[C@H]21

```
! RIJCOSX wB97M-V def2-TZVPD def2/J DEFGRID3
* xyz 0 1
I 0.74279 2.34653 -1.46714
C -0.00920 0.89403 0.01438
C 0.99150 -0.13158 0.61640
C -0.03694 -1.18002 0.79425
C -0.47123 -0.47999 -0.33501
H -0.62522 1.60080 0.63132
H -0.00034 -2.20630 1.18974
H -0.59136 -0.84347 -1.44393
*
```

***

Stability summary - winner: arrangement a; margin: 0.0025 hartree.

***

Arrangement a

Molecular formula: C4H3I
Method: DFT, the ωB97M-V functional and the def2-TZVPD basis

Calculated values
- highest occupied orbital energy (eV) = -8.75
- lowest unoccupied orbital energy (Eh) = -0.0240
- orbital gap (eV) = 8.10
- SMILES = IC1=C2C[C@@H]12

```
! RIJCOSX wB97M-V def2-TZVPD def2/J DEFGRID3
* xyz 0 1
I 3.04778 -1.35862 -0.55213
C 1.04116 -0.26961 -0.09025
C 0.39005 0.16365 0.96984
C -0.83820 0.76512 0.28289
C -0.30935 -0.28646 -0.58851
H -1.79708 0.51723 0.74831
H -0.94052 1.77967 -0.04438
H -0.59384 -1.31097 -0.72578
*
```

***

Arrangement b

Molecular formula: C4H3I
Method: DFT, the ωB97M-V functional and the def2-TZVPD basis

Calculated values
- highest occupied orbital energy (eV) = -8.99
- lowest unoccupied orbital energy (Eh) = -0.0214
- orbital gap (eV) = 8.41
- SMILES = C=CC#CI

```
! RIJCOSX wB97M-V def2-TZVPD def2/J DEFGRID3
* xyz 0 1
C -1.44024 0.68575 0.35354
C -0.66879 -0.11373 -0.45128
C 0.70120 -0.36587 -0.18239
C 1.89745 -0.62321 -0.02059
I 4.06542 -1.02111 0.32094
H -1.00313 1.18234 1.20015
H -2.47790 0.86087 0.12275
H -1.07401 -0.60504 -1.34312
*
```

***

Arrangement c

Molecular formula: C4H3I
Method: DFT, the ωB97M-V functional and the def2-TZVPD basis

Calculated values
- highest occupied orbital energy (eV) = -8.94
- lowest unoccupied orbital energy (Eh) = -0.0090
- orbital gap (eV) = 8.70

```
! RIJCOSX wB97M-V def2-TZVPD def2/J DEFGRID3
* xyz 0 1
C -0.28058 -0.13485 -0.14336
C -0.15830 1.21075 0.16011
C 0.29477 -1.40760 -0.14531
C 0.59412 2.14302 0.22551
I -2.45495 -0.51910 -0.13882
H -0.31256 -2.39604 -0.03427
H 1.27340 -1.89393 -0.37671
H 1.04411 2.99776 0.45286
*
```

***

Arrangement d

Molecular formula: C4H3I
Method: DFT, the ωB97M-V functional and the def2-TZVPD basis

Calculated values
- highest occupied orbital energy (eV) = -9.11
- lowest unoccupied orbital energy (Eh) = -0.0033
- orbital gap (eV) = 9.02

```
! RIJCOSX wB97M-V def2-TZVPD def2/J DEFGRID3
* xyz 0 1
C 1.18672 -0.34357 0.40932
C 0.78310 0.99284 0.16255
C 0.03383 -0.74006 -0.22372
C -0.66295 0.46767 0.14858
I -1.80275 1.57323 -1.25482
H 2.08267 -0.78741 0.60095
H -0.30124 -1.55720 -0.94970
H -1.31938 0.39449 1.10684
*
```

***

Stability summary - winner: arrangement b; margin: 0.0511 hartree.

***

Arrangement a

Molecular formula: C7H13NO
Method: DFT, the ωB97M-V functional and the def2-TZVPD basis

Calculated values
- highest occupied orbital energy (spin up / spin down) (eV) = -6.95 / -7.18
- lowest unoccupied orbital energy (spin up / spin down) (Eh) = 0.0036 / 0.0151
- orbital gap (spin up / spin down) (eV) = 7.04 / 7.59

```
! RIJCOSX wB97M-V def2-TZVPD def2/J DEFGRID3
* xyz 0 1
C 0.95688 0.83026 -0.58025
C 1.14380 2.00132 -1.48450
C 1.99083 -0.24927 -0.51965
C -0.33537 0.24261 1.28842
C -1.30445 -0.83191 -0.18289
N -1.02471 -2.18664 0.09356
C -0.27565 0.03267 2.58854
C -2.55443 -0.40612 -0.47916
O 0.34308 1.14417 0.57687
H -0.43600 -0.27577 -0.80957
H -1.85169 -2.74697 0.25013
H -0.35576 -2.32292 0.83792
H 1.60551 -1.13172 -0.00572
H 2.29722 -0.53024 -1.52672
H 0.28213 2.66576 -1.43289
H 2.03462 2.58643 -1.21495
H 1.28018 1.66513 -2.51303
H 2.88237 0.08346 0.02828
H -0.94538 -0.68751 3.03905
H 0.40973 0.56612 3.23958
H -2.72760 0.60919 -0.80248
H -3.41533 -1.05805 -0.39055
*
```

***

Arrangement b

Molecular formula: C7H13NO
Method: DFT, the ωB97M-V functional and the def2-TZVPD basis

Calculated values
- highest occupied orbital energy (eV) = -8.96
- lowest unoccupied orbital energy (Eh) = 0.0337
- orbital gap (eV) = 9.88
- SMILES = C#C[C@H](C)[C@@H](N)[C@@H](C)O

```
! RIJCOSX wB97M-V def2-TZVPD def2/J DEFGRID3
* xyz 0 1
C -0.11157 -1.59099 -2.81829
C -0.13863 -1.49670 -1.61502
C 0.06638 -1.20665 0.02790
C -1.32502 -1.30040 0.62206
C 1.10742 -0.16682 0.21243
N 1.87811 0.36721 -0.84754
C 0.34842 1.13137 1.06018
C -0.63046 1.93855 0.22931
O -0.08472 0.78965 2.34826
H -0.12773 -1.66027 -3.87113
H 0.57157 -2.13713 0.31780
H -1.28955 -1.42067 1.70360
H -1.98235 -0.49933 0.29803
H -1.80839 -2.21812 0.29218
H 1.80158 -0.52497 0.97858
H 1.31312 0.70816 -1.61613
H 2.59906 -0.26057 -1.17777
H 1.24484 1.75017 1.21138
H -0.21823 2.14252 -0.75583
H -0.83551 2.89170 0.72061
H -1.56378 1.40828 0.05587
H -0.81458 1.35502 2.62353
*
```

***

Arrangement c

Molecular formula: C7H13NO
Method: DFT, the ωB97M-V functional and the def2-TZVPD basis

Calculated values
- highest occupied orbital energy (eV) = -8.64
- lowest unoccupied orbital energy (Eh) = 0.0317
- orbital gap (eV) = 9.51
- SMILES = CN=C(C)C.CC=C=O

```
! RIJCOSX wB97M-V def2-TZVPD def2/J DEFGRID3
* xyz 0 1
C 1.56621 1.22057 -0.04526
N 1.26949 -0.17651 -0.19485
C 0.93108 -0.87995 0.79646
C 0.62152 -2.32503 0.56115
C 0.79333 -0.38996 2.21197
H 0.70743 1.77558 0.34421
H 2.40777 1.38756 0.63444
H 1.82593 1.61237 -1.02828
H 0.74894 -2.56861 -0.48931
H 1.28323 -2.95033 1.15855
H -0.40380 -2.53504 0.86349
H 0.57914 -1.20686 2.89464
H -0.01622 0.33819 2.26662
H 1.70795 0.11250 2.52728
C -1.63067 1.28407 -2.41419
C -1.73305 0.24558 -1.33107
C -2.04850 0.49373 -0.10554
O -2.34936 0.70677 1.00352
H -0.60552 1.33560 -2.77789
H -2.27942 1.02107 -3.24881
H -1.92082 2.26173 -2.03938
H -1.45464 -0.76302 -1.58773
*
```

***

Arrangement d

Molecular formula: C7H13NO
Method: DFT, the ωB97M-V functional and the def2-TZVPD basis

Calculated values
- highest occupied orbital energy (spin up / spin down) (eV) = -8.20 / -8.20
- lowest unoccupied orbital energy (spin up / spin down) (Eh) = 0.0278 / 0.0278
- orbital gap (spin up / spin down) (eV) = 8.96 / 8.96
- SMILES = CC(C)=[N+](C)[O-].C#CC

```
! RIJCOSX wB97M-V def2-TZVPD def2/J DEFGRID3
* xyz 0 1
C -0.45323 0.61573 -1.59571
C 0.54722 0.62616 -0.49050
C 1.28141 -0.65066 -0.27962
N 1.02477 1.72359 0.06531
C 0.46615 3.00976 -0.31265
O 1.98722 1.81093 0.92439
H -0.30888 -0.31346 -2.21208
H -0.24742 1.47310 -2.15704
H -1.49168 0.53246 -1.31360
H 2.09368 -0.28894 0.33822
H 1.67608 -0.83903 -1.34111
H 0.66694 -1.44999 0.17766
H 0.09233 3.38042 0.71827
H 1.35800 3.60642 -0.68541
H -0.41247 3.06695 -0.94721
C -1.41697 -2.23169 1.20065
C -1.40647 -1.11492 1.53977
C -1.76660 0.26083 1.78569
H -1.28318 -3.30140 1.20916
H -1.06765 0.78101 2.48207
H -2.68624 0.39989 2.40460
H -1.70460 0.91694 0.93985
*
```

***

Stability summary - winner: arrangement c; margin: 0.0713 hartree.